Formula: C33H34N5O4RuS4
Source: the OMol25 dataset
Level of theory: ωB97M-V with the def2-TZVPD basis set

The geometry in XYZ format:
```
81
Properties=species:S:1:pos:R:3
Ru 1.2874 1.6948 0.9460
S 3.6744 1.3261 0.5702
S 5.3566 3.7694 1.1161
S 3.2369 2.5345 5.2616
S 2.3844 3.7519 0.6463
O -0.1599 2.7565 -0.3719
O 0.0852 0.5508 -2.8710
O -1.2255 -3.1341 -3.1423
O -3.5101 -0.5960 1.9822
N -0.4668 -1.8794 -1.0096
N -1.2520 -0.6462 0.7444
N 0.7564 -0.0184 -0.2759
N 2.2152 1.8067 3.0291
N -0.5401 3.7883 -2.3287
C -1.6592 -3.6996 -1.9810
C 2.4444 -1.7229 4.1759
C -2.3900 -4.7002 0.4988
C 3.7325 -1.2817 -2.1474
C 2.8480 -0.9912 -1.1169
C 2.9919 -1.5007 5.4506
C 1.3143 -0.0277 -2.6741
C -0.2838 -0.7998 -0.1729
C -0.4851 0.4143 -4.1650
C -0.1087 4.1036 -3.6783
C -1.9459 2.3214 3.5788
C 0.2144 3.0490 -1.5128
C 2.1983 -0.3019 -3.7142
C 2.4417 0.6258 3.7588
C -1.3999 0.3835 1.6844
C -2.9218 1.3763 3.2789
C 2.5857 2.8386 3.7019
C -4.9009 -0.3009 2.0339
C -1.5380 -3.8067 -4.3530
C 1.6474 -0.3464 -1.3549
C -0.4041 1.2897 1.9919
C 2.1668 -0.6725 3.3281
C 3.9481 3.0032 0.7818
C -0.7134 2.2663 2.9504
C -1.6177 -3.5428 0.4167
C -1.2620 -3.0206 -0.8167
C -2.4107 -4.8571 -1.9001
C -2.6411 0.4116 2.3342
C -1.8447 4.2250 -1.8512
C 2.9954 0.8387 5.0177
C 3.4119 -0.9232 -3.4456
C -2.7857 -5.3536 -0.6516
C 3.2743 -0.2240 5.8844
H -2.4655 3.3685 -1.5862
H -2.7128 -5.3793 -2.7975
H -1.1134 -3.2071 -5.1526
H 4.6727 -1.7722 -1.9290
H -5.2240 -0.0527 3.0437
H -2.6179 -3.8828 -4.4934
H -0.2947 5.1557 -3.8926
H -0.4027 -0.6153 -4.5158
H 1.7424 -0.8283 2.3464
H 4.1000 -1.1250 -4.2577
H 3.6991 -0.0499 6.8657
H -2.3313 4.7968 -2.6385
H -2.1531 3.0923 4.3116
H 0.0225 -1.8377 -1.8859
H 0.0254 3.0128 3.1984
H 3.1919 -2.3430 6.1025
H -2.0645 -1.2346 0.6467
H 1.1956 2.7740 -1.8983
H -2.6620 -5.0885 1.4718
H 3.0841 -1.2638 -0.0956
H -3.3755 -6.2597 -0.5944
H 0.9615 3.9216 -3.7679
H -1.5344 0.6819 -4.0710
H 1.9434 -0.0374 -4.7306
H 2.5224 3.8460 3.3055
H -1.7378 4.8467 -0.9630
H -0.0068 1.0755 -4.8895
H -0.6326 3.5018 -4.4234
H -1.2797 -3.0563 1.3229
H -5.4211 -1.1990 1.7137
H -1.0959 -4.8043 -4.3747
H -3.8783 1.3964 3.7824
H 2.2424 -2.7374 3.8547
H -5.1436 0.5261 1.3642
```

The multiplicity is 2. Its lowest unoccupied orbital energy (alpha / beta) is 0.275 / 0.275 eV. The energy above the lowest of the compared OMol25 structures with the same formula, charge and spin is 31.52 kcal per mole. The expectation value of S² is 0.758. As for the total charge: 0. The value obtained for the largest force on an atom is 1.18 eV/Å. The HOMO-LUMO gap (alpha / beta) comes out at 6.88 / 6.84 eV.

These are the Mulliken partial charges, in e, on atoms 1 to 6:
1 Ru -0.424
2 S -0.341
3 S -0.282
4 S -0.319
5 S -0.416
6 O -0.507